Here is 3 unconnected molecules or ions with the total composition C30H21O6S from the Open Molecules 2025 dataset. Energies are from ωB97M-V/def2-TZVPD.

```
58
Properties=species:S:1:pos:R:3
O 1.82 4.59 -6.33
S 2.97 3.87 -6.84
C -2.28 0.82 0.04
H 4.51 5.39 -5.94
H -2.59 -2.02 2.65
H -0.13 0.02 6.42
H -2.87 -0.17 -4.89
C -2.05 0.54 -4.91
H 5.56 3.11 -7.58
H 4.49 5.38 -7.73
C -1.44 -3.14 4.07
C 0.20 -3.35 6.47
H -3.27 -4.02 1.37
O 0.21 -5.67 6.05
C -2.20 -5.39 2.64
C 5.71 3.85 -6.81
C -1.49 0.95 -6.10
C 0.08 2.46 -2.44
C -0.70 2.18 1.23
O 1.04 3.19 -2.42
C -0.09 2.54 0.04
C -2.64 -4.13 2.24
C -0.44 1.86 -6.11
O 2.75 3.28 -8.14
H 1.21 -0.22 8.48
H -1.05 -6.50 4.07
H 3.26 2.82 -6.03
C -1.03 -1.91 4.81
C -0.20 -2.08 6.04
C -1.39 -5.52 3.75
C 0.17 -0.96 6.76
C -2.19 0.60 -2.43
C -0.58 2.04 -1.16
H 1.89 -2.47 9.26
C 0.95 -3.49 7.63
H -2.49 -6.26 2.07
H -0.01 2.20 -7.05
H 0.87 3.06 -4.94
O -1.37 -0.81 4.43
C 4.52 4.78 -6.83
C -1.79 1.33 1.23
C -1.02 -4.40 4.48
H 1.24 -4.47 7.96
H -1.88 0.56 -7.04
C 0.92 -1.10 7.92
H -3.13 0.16 0.03
H 5.65 3.29 -5.87
C 0.06 2.35 -4.92
C -0.49 1.94 -3.71
C 1.31 -2.36 8.35
C -0.17 -4.57 5.69
C -2.26 -3.00 2.95
H 0.76 3.20 0.03
C -1.56 1.03 -3.71
H -0.31 2.57 2.17
O -3.12 -0.19 -2.42
C -1.67 1.17 -1.16
H -2.27 1.06 2.17
```

Summary:
Kohn-Sham gap: 0.080 hartree
molecular weight: 509.6 g/mol
total charge: -1
2S+1: 1